Computed, not measured: the molecule C6H12O at a distorted geometry, with wB97M-V/def2-TZVPD.

Structure (XYZ):
```
19
Properties=species:S:1:pos:R:3:mulliken_charge:R:1
C -0.455 -0.062 -1.027 -0.0843
C -0.347 0.014 0.737 0.3138
C -0.115 1.279 -1.654 -1.2752
C -0.828 -1.300 1.327 -1.3848
C 1.039 0.323 0.969 -0.1195
C 2.189 -0.221 0.651 -0.6929
O -1.744 -0.497 -1.377 -0.5661
H -2.371 0.205 -1.167 0.3753
H 0.216 -0.849 -1.376 0.3285
H -1.003 0.844 1.011 0.4244
H 0.996 1.145 1.938 0.0630
H -0.745 2.067 -1.236 0.3301
H 0.925 1.536 -1.466 0.3592
H -0.279 1.251 -2.733 0.3586
H -0.106 -2.094 1.155 0.3165
H -1.765 -1.588 0.852 0.3339
H -0.989 -1.191 2.398 0.4071
H 2.282 -0.946 -0.143 0.2353
H 3.100 0.084 1.142 0.2772
```

The value obtained for the relative energy (zero: lowest compared OMol25 entry of this formula, charge and spin) is 206.5 kJ/mol. The total charge is 0. The gap between HOMO and LUMO comes out at 9.980 eV.



Computed, not measured: a structure of composition C6H12O, with wB97M-V/def2-TZVPD.

Structure (XYZ):
```
19
Properties=species:S:1:pos:R:3:mulliken_charge:R:1
C 1.339 -1.623 0.404 -1.6015
C 0.130 -0.765 0.036 0.8349
C -1.164 -1.295 0.651 -1.4735
C 0.373 0.667 0.492 -0.1697
O 1.417 1.381 -0.139 -0.6586
C -0.451 1.782 -0.035 -0.0318
C -0.705 1.803 -1.417 -1.0612
H 1.219 -2.648 0.037 0.4074
H 2.252 -1.203 -0.027 0.3646
H 1.468 -1.670 1.492 0.3481
H 0.036 -0.769 -1.057 0.1293
H -1.096 -1.313 1.746 0.3434
H -1.373 -2.316 0.315 0.3966
H -2.023 -0.669 0.380 0.3604
H 0.486 0.693 1.585 0.4648
H -0.496 2.684 0.569 0.3561
H -1.050 0.895 -1.907 0.2241
H 0.648 1.630 -1.244 0.4549
H -1.011 2.736 -1.880 0.3115
```

The value obtained for the relative energy (zero: lowest compared OMol25 entry of this formula, charge and spin) is 364.8 kJ/mol. The total charge is 0. The gap between HOMO and LUMO comes out at 9.313 eV.



Computed, not measured: a cluster of 2 separate species, C6H12O in total at a distorted geometry, with wB97M-V/def2-TZVPD.

Structure (XYZ):
```
19
Properties=species:S:1:pos:R:3:mulliken_charge:R:1
C 1.289 1.430 -0.100 -1.3269
C -0.046 0.901 0.368 1.0583
C -0.638 1.423 1.449 -1.1335
C -1.371 -1.196 0.298 -0.9820
C -0.733 -0.218 -0.363 0.5244
C -0.433 -0.295 -1.847 -1.3634
H 2.127 0.824 0.275 0.2801
H 1.417 1.294 -1.165 0.3361
H 1.400 2.496 0.079 0.4101
H -1.648 1.155 1.729 0.3027
H -0.243 2.325 1.906 0.3206
H -1.858 -1.947 -0.308 0.2543
H -1.670 -1.124 1.333 0.2655
H -0.767 0.607 -2.359 0.3307
H 0.629 -0.468 -2.000 0.2963
H -0.992 -1.103 -2.319 0.4219
H 1.142 -1.741 0.292 0.3295
H 1.120 -1.938 1.774 0.3253
O 1.275 -2.425 0.958 -0.6502
```

The value obtained for the relative energy (zero: lowest compared OMol25 entry of this formula, charge and spin) is 159.4 kJ/mol. The total charge is 0. The gap between HOMO and LUMO comes out at 9.731 eV.



Computed, not measured: a structure of composition C6H12O at a distorted geometry, with wB97M-V/def2-TZVPD.

Structure (XYZ):
```
19
Properties=species:S:1:pos:R:3:mulliken_charge:R:1
C 2.583 0.086 -0.014 -1.0647
C 1.297 0.880 0.181 0.2479
O 0.611 0.663 1.258 -0.5372
C -0.495 -0.740 0.788 -0.0215
C -1.707 -0.822 1.399 -0.8288
C -0.690 -0.458 -0.639 0.3327
C -1.687 0.562 -1.132 -1.4268
H 2.323 -0.973 0.047 0.2568
H 3.331 0.288 0.766 0.2921
H 3.027 0.289 -0.993 0.3234
H 0.576 0.334 -0.730 -0.1458
H 1.381 1.935 -0.147 0.3628
H 0.165 -1.577 0.994 0.2217
H -2.523 -0.158 1.144 0.2773
H -1.864 -1.506 2.227 0.2724
H -0.512 -1.284 -1.337 0.3242
H -1.417 0.913 -2.133 0.3914
H -2.692 0.133 -1.204 0.3746
H -1.707 1.434 -0.474 0.3474
```

The value obtained for the relative energy (zero: lowest compared OMol25 entry of this formula, charge and spin) is 466.4 kJ/mol. The total charge is 0. The gap between HOMO and LUMO (spin up / spin down) comes out at 8.203 / 8.202 eV.



Computed, not measured: a cluster of 2 separate species, C6H12O in total, with wB97M-V/def2-TZVPD.

Structure (XYZ):
```
19
Properties=species:S:1:pos:R:3:mulliken_charge:R:1
C 2.053 -1.589 0.413 -0.8793
C 1.018 1.491 -1.325 -0.7712
C 0.252 1.302 -0.255 -0.0399
C -1.253 1.276 -0.277 -0.7183
C -1.834 -0.131 -0.105 -0.5452
C -1.465 -0.819 1.184 0.0073
O -0.858 -0.304 2.095 -0.4716
H 1.684 -1.168 1.351 0.1994
H 2.501 -2.568 0.597 0.3147
H 2.799 -0.919 -0.022 0.2155
H 2.103 1.489 -1.251 0.2651
H 0.595 1.654 -2.315 0.2436
H 0.713 1.137 0.717 0.3927
H -1.640 1.918 0.523 0.2676
H -1.615 1.685 -1.228 0.3600
H -1.532 -0.787 -0.934 0.3029
H -2.934 -0.103 -0.139 0.3437
H -1.808 -1.874 1.264 0.3526
H 1.220 -1.689 -0.289 0.1606
```

The value obtained for the relative energy (zero: lowest compared OMol25 entry of this formula, charge and spin) is 126.6 kJ/mol. The total charge is 0. The gap between HOMO and LUMO comes out at 10.637 eV.



Computed, not measured: a cluster of 2 separate species, C6H12O in total, with wB97M-V/def2-TZVPD.

Structure (XYZ):
```
19
Properties=species:S:1:pos:R:3:mulliken_charge:R:1
C -1.113 -1.737 0.581 -1.3570
C -0.410 -0.407 0.534 0.6738
C 0.722 -0.207 1.514 -1.2365
C -0.885 0.576 -0.241 -0.5736
C -0.181 1.885 -0.506 -0.5279
C 0.612 1.363 -1.676 0.0736
O 1.758 0.975 -1.602 -0.5079
H -1.742 -1.892 -0.302 0.3531
H -0.408 -2.576 0.647 0.3579
H -1.744 -1.766 1.475 0.3729
H 1.015 -1.307 -0.709 -0.1404
H 1.185 -1.156 1.803 0.3505
H 0.300 0.249 2.417 0.3598
H 1.511 0.445 1.125 0.3564
H -1.735 0.367 -0.888 0.3252
H -0.875 2.685 -0.785 0.3400
H 0.474 2.219 0.304 0.2842
H 0.005 1.193 -2.592 0.3199
H 1.509 -0.908 -1.098 0.1761
```

The value obtained for the relative energy (zero: lowest compared OMol25 entry of this formula, charge and spin) is 234.4 kJ/mol. The total charge is 0. The gap between HOMO and LUMO comes out at 10.008 eV.



Computed, not measured: a cluster of 2 separate species, C6H12O in total, with wB97M-V/def2-TZVPD.

Structure (XYZ):
```
19
Properties=species:S:1:pos:R:3:mulliken_charge:R:1
C 2.090 -0.210 -1.251 -1.0234
C 0.480 1.055 0.953 -0.6117
C -0.276 1.669 -0.192 -0.3215
O -1.272 0.715 -0.517 -0.4189
C -1.424 -0.207 0.562 0.4019
C -1.636 -1.604 -0.001 -1.3112
C -0.181 -0.007 1.394 -0.3576
H 2.544 0.779 -1.397 0.2679
H 1.383 -0.402 -2.059 0.2618
H 2.866 -0.973 -1.224 0.3948
H 1.435 1.429 1.305 0.4243
H -0.726 2.624 0.121 0.2834
H 0.331 1.865 -1.084 0.2620
H -2.312 0.073 1.154 0.2607
H -2.538 -1.617 -0.620 0.3388
H -1.764 -2.334 0.806 0.3694
H -0.789 -1.906 -0.624 0.2727
H 1.539 -0.265 -0.314 0.0977
H 0.109 -0.653 2.215 0.4092
```

The value obtained for the relative energy (zero: lowest compared OMol25 entry of this formula, charge and spin) is 139.9 kJ/mol. The total charge is 0. The gap between HOMO and LUMO comes out at 10.152 eV.